Entry 1:
103
Properties=species:S:1:pos:R:3:lowdin_charge:R:1 method="wB97M-V/def2-TZVPD" gap_ev=8.03 total_charge=+1
C -0.98448 -2.53912 1.18964 -0.024
C -0.52402 -1.20839 0.66757 -0.349
C -0.86873 -0.02207 1.53144 -0.021
N 0.21032 -1.11439 -0.36774 0.124
C 0.01357 -0.78318 -1.72357 -0.442
C 1.29012 -1.10470 -2.54806 -0.131
C 2.64300 -1.04660 -1.83591 -0.165
C 3.27411 0.31286 -1.46947 -0.402
C 3.39551 1.26139 -2.67301 -0.069
C 2.66626 1.00972 -0.23883 -0.076
C -1.12786 -1.60904 -2.38154 -0.108
C -2.55341 -1.06793 -2.25961 -0.097
C -2.67773 0.43750 -2.57317 -0.234
C -3.26375 1.23747 -1.41600 -0.054
C -3.58519 2.66931 -1.83584 -0.441
O -3.29446 3.03183 -2.95867 0.094
N -4.13815 3.55010 -0.90595 -0.138
C -4.89613 2.89397 0.15766 -0.078
C -3.10496 4.47757 -0.37848 -0.027
N -1.33031 0.99090 -2.94321 0.108
C -0.29415 0.74385 -1.88947 -0.033
H -1.69368 -2.45322 2.01175 0.076
H -1.37819 -3.17005 0.38780 0.078
H -0.10122 -3.03385 1.60856 0.095
H -0.33474 -0.14605 2.48063 0.063
H -0.54613 0.91021 1.06411 0.065
H -1.93456 -0.01596 1.78323 0.089
H 1.17096 -2.14591 -2.87174 0.118
H 1.29361 -0.50721 -3.46985 0.112
H 3.34362 -1.50243 -2.54838 0.092
H 2.63844 -1.70871 -0.96546 0.116
H 4.30398 0.05819 -1.19049 0.121
H 2.49646 1.28542 -3.29633 0.055
H 3.55391 2.28318 -2.31376 0.082
H 4.26250 1.00881 -3.28754 0.082
H 1.92295 1.76912 -0.50794 0.064
H 3.45331 1.55185 0.29316 0.073
H 2.23994 0.30019 0.47008 0.066
H -1.06465 -2.60513 -1.93833 0.127
H -0.89117 -1.73397 -3.44645 0.119
H -2.99270 -1.26793 -1.27758 0.120
H -3.17418 -1.60901 -2.97744 0.125
H -3.31166 0.60926 -3.44332 0.160
H -4.17333 0.71800 -1.10103 0.138
H -2.62578 1.27072 -0.52573 0.118
H -5.44070 3.63668 0.74146 0.096
H -4.27145 2.32510 0.86341 0.093
H -5.63987 2.20524 -0.24608 0.084
H -3.31644 5.49850 -0.69863 0.091
H -2.10281 4.19607 -0.71116 0.087
H -3.14144 4.46294 0.71220 0.089
H -1.45456 1.99761 -3.10646 0.161
H -1.02133 0.59715 -3.83392 0.187
H -0.63947 1.22810 -0.98037 0.104
H 0.60962 1.26812 -2.20044 0.110
C 0.26831 -1.71248 5.18243 -0.328
O -0.03929 -1.77036 4.00009 -0.012
N 1.22431 -0.91949 5.67876 -0.185
C 1.52614 -0.87657 7.09682 -0.051
C 1.97232 -0.05935 4.76958 -0.034
H -0.25199 -2.30781 5.94958 0.137
H 1.36640 0.12828 7.49143 0.091
H 2.56430 -1.16103 7.27606 0.091
H 0.87867 -1.56830 7.63181 0.084
H 1.29029 0.61179 4.24608 0.090
H 2.50646 -0.64473 4.02643 0.074
H 2.68517 0.53032 5.33913 0.087
C -8.55525 2.80875 1.08325 -0.366
O -8.11387 1.67550 1.00997 -0.003
N -9.24345 3.42811 0.10715 -0.197
C -9.72759 4.78710 0.24578 -0.055
C -9.51156 2.69962 -1.12164 -0.038
H -8.40900 3.44064 1.97582 0.134
H -10.81509 4.81951 0.16231 0.092
H -9.29905 5.42930 -0.52584 0.090
H -9.44331 5.17687 1.22137 0.083
H -10.08506 1.79664 -0.91276 0.095
H -8.57827 2.40142 -1.60081 0.086
H -10.07515 3.33828 -1.79712 0.088
C 5.08956 -0.19475 2.22479 -0.335
O 4.09125 0.38814 2.61443 -0.011
N 6.28449 -0.13393 2.83672 -0.192
C 7.44579 -0.84999 2.34673 -0.051
C 6.40726 0.68104 4.03380 -0.034
H 5.09039 -0.83407 1.32659 0.134
H 7.80926 -1.55139 3.09916 0.093
H 8.24975 -0.15436 2.09989 0.092
H 7.18070 -1.40660 1.44988 0.084
H 5.72491 0.32818 4.80761 0.088
H 6.16021 1.72021 3.81598 0.094
H 7.42911 0.62091 4.39989 0.089
C 5.16430 -6.19167 -2.66133 -0.352
O 5.57230 -6.09723 -1.52206 0.018
N 4.86208 -5.13412 -3.44594 -0.200
C 4.37396 -5.28879 -4.79960 -0.061
C 5.04044 -3.80257 -2.89761 -0.051
H 5.00383 -7.16333 -3.15734 0.134
H 5.05053 -4.81417 -5.51332 0.090
H 3.38301 -4.84129 -4.90803 0.085
H 4.30354 -6.34747 -5.04153 0.084
H 6.08231 -3.64208 -2.61778 0.095
H 4.42656 -3.67579 -2.00488 0.084
H 4.75122 -3.06896 -3.64745 0.078

Entry 2:
5
Properties=species:S:1:pos:R:3:nbo_charge:R:1 method="wB97M-V/def2-TZVPD" de_lowest_kcal_mol=82.5 gap_ev="7.96 / 5.51" total_charge=0
F 0.80579 0.97024 -1.30861 -0.658
Si 0.61450 0.09238 0.05642 1.256
I -3.38787 -0.88845 0.40544 -0.254
H 1.34479 -0.94707 -0.57695 -0.189
H 0.62279 0.77290 1.42371 -0.154

Entry 3:
32
Properties=species:S:1:pos:R:3:nbo_charge:R:1 method="wB97M-V/def2-TZVPD" de_lowest_kcal_mol=0.0 gap_ev="5.41 / 4.09" total_charge=+4
In -2.06292 -5.34559 -1.94694 1.393
Sc 0.55385 -2.05167 0.76221 1.387
Cl 0.26449 -4.17498 -0.47996 -0.503
Cl 0.64471 -2.40635 3.01544 -0.273
C -1.58582 -1.88053 0.57573 0.476
C -0.00320 -6.04284 -3.05688 0.486
C -1.80469 -6.79114 0.06431 0.478
O -2.73803 -1.96618 0.43892 -0.302
O 1.13633 -5.93413 -3.13612 -0.258
O -1.31625 -7.31985 0.96289 -0.245
C 0.05624 3.22095 -1.00432 -0.118
N -1.03076 2.59844 -0.20748 -0.355
C -0.73117 2.74858 1.23381 -0.127
N 0.60075 2.20578 1.60282 -0.071
C 1.66678 2.80155 0.75754 -0.133
N 1.39178 2.66035 -0.69330 -0.208
C 1.51369 1.27314 -1.14563 -0.511
P 0.28821 0.21284 -0.25450 0.652
C -1.23726 1.19628 -0.59659 -0.495
C 0.61673 0.71957 1.52809 -0.580
H 0.07413 4.29757 -0.76919 0.274
H -0.16119 3.06058 -2.07034 0.259
H -1.50414 2.22914 1.82207 0.251
H -0.73074 3.82806 1.46045 0.283
H 2.62650 2.30853 0.98170 0.251
H 1.71878 3.88192 0.97740 0.284
H 1.29522 1.21023 -2.22129 0.301
H 2.52827 0.89430 -0.95545 0.278
H -2.09200 0.77019 -0.05684 0.258
H -1.43360 1.12991 -1.67958 0.289
H 1.59860 0.36363 1.88473 0.284
H -0.14329 0.30172 2.20628 0.297

Entry 4:
19
Properties=species:S:1:pos:R:3:nbo_charge:R:1 method="wB97M-V/def2-TZVPD" de_lowest_kcal_mol=81.2 gap_ev=9.74 total_charge=+1
C -1.78830 -0.19285 0.94340 -0.451
C -3.62879 1.21498 0.41080 -0.029
N -3.24946 0.12075 0.93827 -0.384
H -1.29564 0.02897 1.92491 0.187
H -1.20545 0.42776 0.20655 0.135
H -1.54001 -1.26644 0.73003 0.212
H -4.70248 1.37703 0.29044 0.203
H -2.93070 2.00158 0.04577 0.143
C 2.20776 -0.56742 -0.04996 -0.245
C 1.89606 -0.03427 -1.25768 0.073
N 2.38677 -0.45824 -2.44883 -0.746
N 1.24406 -0.39468 1.03044 -0.655
H 3.12756 -1.08225 0.23438 0.237
H 1.06921 0.64518 -1.29199 0.200
H 2.19239 0.17122 -3.18221 0.402
H 3.32478 -0.93031 -2.50170 0.415
H 1.57434 -0.04597 1.90428 0.429
H 0.83067 -1.25788 1.26877 0.429
H 0.48723 0.24285 0.80434 0.442

Entry 5:
13
Properties=species:S:1:pos:R:3:nbo_charge:R:1 method="wB97M-V/def2-TZVPD" smiles=O[C@H]1C[C@H]2N[C@@H]12 de_lowest_kcal_mol=77.7 gap_ev=9.88 total_charge=0
O 1.87774 0.81866 0.33289 -0.706
C 0.89221 0.27504 -0.49799 0.105
C 0.30544 -1.15640 -0.17496 -0.436
C -1.08150 -0.51226 -0.12284 -0.060
N -0.92874 0.43335 0.92032 -0.706
C -0.52378 0.86342 -0.36682 -0.093
H 1.47978 0.89333 1.21429 0.470
H 1.27609 0.32630 -1.51864 0.179
H 0.57575 -1.54944 0.81023 0.210
H 0.48905 -1.90993 -0.94295 0.206
H -2.02938 -0.89520 -0.49539 0.208
H -1.36141 0.72017 1.75646 0.417
H -0.97125 1.69295 -0.91460 0.207

Entry 6:
51
Properties=species:S:1:pos:R:3:nbo_charge:R:1 method="wB97M-V/def2-TZVPD" de_lowest_kcal_mol=26.3 gap_ev=7.87 total_charge=0
Pt -0.78768 0.24144 0.06446 0.951
C 0.33115 -4.47467 1.55108 -0.549
C -0.45859 -4.40565 0.24570 -0.544
S -0.89215 -2.76371 -0.41087 0.223
C -2.57387 -2.48990 0.15109 -0.564
C -2.71928 -2.02271 1.58852 -0.568
S -1.60665 -0.68581 2.12463 0.410
C -0.06127 -1.49775 2.63047 -0.572
C -0.11624 -2.61783 3.65334 -0.541
S -0.65513 -4.25152 3.05923 0.181
H 1.16001 -3.76656 1.55751 0.235
H 0.75713 -5.47582 1.63201 0.232
H -1.38187 -4.98250 0.32105 0.220
H 0.14792 -4.85217 -0.54481 0.233
H -3.16442 -3.39356 -0.01209 0.229
H -2.94782 -1.71377 -0.51299 0.257
H -2.57830 -2.84243 2.28732 0.253
H -3.71769 -1.60712 1.74117 0.237
H 0.49445 -0.65962 3.05895 0.246
H 0.47027 -1.79977 1.73672 0.276
H -0.78076 -2.38922 4.48868 0.233
H 0.89175 -2.73667 4.05215 0.234
C 2.02483 2.74538 2.07632 -0.613
C 1.85916 2.11509 0.70406 0.133
C 2.88058 2.63883 -0.29172 -0.628
O 0.52578 2.42114 0.26540 -0.740
C 2.05009 0.59783 0.83406 0.757
O 3.09674 0.17080 1.27942 -0.639
O 1.09316 -0.21311 0.43691 -0.755
H 2.08027 3.83128 1.98863 0.212
H 2.93248 2.36878 2.54356 0.236
H 1.16763 2.49495 2.70465 0.214
H 2.79235 3.72322 -0.38133 0.213
H 2.73133 2.18567 -1.27584 0.212
H 3.88403 2.38818 0.04734 0.244
H 0.51051 2.56456 -0.68846 0.492
O -2.26725 2.81711 -4.01533 -0.677
C -3.47475 2.47144 -3.53866 0.447
C -4.59644 2.88666 -4.25703 -0.304
C -5.86102 2.55520 -3.81905 -0.154
C -6.04663 1.79873 -2.65991 -0.268
C -4.94205 1.39152 -1.94508 -0.123
C -3.64978 1.72005 -2.36665 -0.312
C -2.49078 1.28451 -1.57575 0.789
O -1.30963 1.53151 -1.93054 -0.746
O -2.67736 0.62430 -0.48543 -0.697
H -1.59554 2.43828 -3.41387 0.511
H -4.44203 3.47232 -5.15368 0.227
H -6.72099 2.89117 -4.38524 0.215
H -7.04253 1.54353 -2.32460 0.217
H -5.05223 0.81172 -1.03837 0.226

Entry 7:
20
Properties=species:S:1:pos:R:3:nbo_charge:R:1 method="wB97M-V/def2-TZVPD" smiles=OCc1csc(-c2cccs2)c1 de_lowest_kcal_mol=17.2 gap_ev=8.62 total_charge=0
O 2.79842 1.71401 -1.80249 -0.701
C 1.56449 1.64115 -2.49283 -0.079
C 0.72427 0.61512 -1.81431 -0.080
C -0.01163 -0.32809 -2.46412 -0.472
S -0.91045 -1.19137 -1.38475 0.559
C -0.48954 -0.32452 -0.05354 -0.310
C -0.97085 -0.59838 1.26097 -0.188
C -1.36145 -1.79332 1.78443 -0.237
C -1.71874 -1.77547 3.19769 -0.258
C -1.50791 -0.56900 3.74885 -0.366
S -0.86200 0.59381 2.57472 0.373
C 0.45785 0.63817 -0.41340 -0.214
H 3.37600 2.22027 -2.42990 0.470
H 1.62314 1.39333 -3.56931 0.164
H 1.03409 2.62931 -2.62423 0.168
H 0.18165 -0.60281 -3.54415 0.253
H -1.51324 -2.71494 1.21093 0.224
H -1.94539 -2.63691 3.76621 0.225
H -1.42655 -0.18440 4.76957 0.238
H 0.95784 1.27402 0.27966 0.232